[1]
DFT (ωB97M-V with the def2-TZVPD basis set) results for 14 unconnected molecules or ions with the total composition C42H84O14.

```
140
Properties=species:S:1:pos:R:3:forces:R:3
C -0.6374 -1.3969 6.6296 0.760 0.028 0.095
C -1.8004 -1.6741 7.5573 1.667 0.007 -0.058
O -2.8976 -1.2876 7.3178 -1.830 0.550 -0.629
C -1.5126 -2.3635 8.8499 0.077 -0.150 1.091
H -0.3576 -2.2915 6.0732 -0.217 -0.120 -0.162
H 0.2657 -1.1634 7.1934 -0.013 -0.016 0.254
H -0.7778 -0.5569 5.9493 -0.485 -0.226 -0.019
H -2.3349 -2.1469 9.5318 -0.057 -0.099 -0.073
H -0.6024 -1.9905 9.3195 0.125 0.040 -0.156
H -1.4050 -3.4471 8.8017 -0.003 -0.028 -0.385
C 8.4290 -2.1896 -1.0693 -0.299 -0.054 -0.231
C 8.0865 -0.9469 -0.3108 -0.223 0.699 0.010
O 8.5661 -0.7566 0.7767 0.079 0.158 0.543
C 7.1547 0.0673 -0.9593 0.052 -0.237 -0.172
H 9.3062 -1.9592 -1.6738 0.249 -0.156 0.100
H 7.6538 -2.4639 -1.7848 -0.084 -0.166 0.163
H 8.6257 -2.9715 -0.3358 0.170 -0.068 -0.332
H 7.5411 1.0864 -0.9508 0.399 -0.173 -0.057
H 6.2302 0.1512 -0.3881 -0.120 -0.354 -0.015
H 6.9518 -0.2676 -1.9766 -0.250 0.349 0.000
C -1.7529 -2.6871 -5.1636 -1.942 0.486 0.075
C -3.1914 -2.5942 -4.5698 -0.930 -1.220 -0.470
O -4.2210 -2.6284 -5.2351 1.616 0.376 -0.039
C -3.3864 -2.6456 -3.0722 0.353 0.733 -0.036
H -1.3486 -3.6932 -5.0522 0.068 0.117 0.409
H -1.1863 -1.9149 -4.6433 0.470 -0.245 -0.260
H -1.8653 -2.5108 -6.2334 0.276 0.249 0.072
H -2.7635 -1.9256 -2.5414 0.214 -0.011 0.000
H -3.1169 -3.6384 -2.7119 -0.183 -0.050 0.076
H -4.4281 -2.3780 -2.8953 0.073 -0.401 0.186
C 3.1740 -4.8500 3.4165 0.769 -0.159 0.595
C 2.5013 -6.1051 3.8463 -1.801 0.099 3.027
O 2.0230 -6.1614 4.9915 0.782 -0.280 -2.023
C 2.3982 -7.2482 2.8800 0.915 0.453 0.682
H 3.4884 -4.3247 4.3183 -0.183 0.096 -0.027
H 2.5122 -4.1934 2.8517 0.269 -0.200 -0.418
H 4.0844 -5.2012 2.9309 -0.023 0.700 -0.697
H 2.4136 -8.1813 3.4431 -0.545 0.022 -0.203
H 3.3279 -7.1977 2.3132 -0.354 -0.244 -0.656
H 1.4986 -7.0499 2.2973 0.125 -0.463 -0.283
C 3.1871 4.9765 -1.0979 0.629 0.954 0.184
C 2.7890 6.3527 -1.5379 0.056 2.635 1.082
O 3.4018 7.3702 -1.1691 -0.922 -2.224 -0.665
C 1.5917 6.5270 -2.4274 -0.121 -0.505 -1.346
H 3.4129 4.4323 -2.0149 0.099 -0.426 0.262
H 2.4458 4.4687 -0.4808 -0.211 0.019 -0.323
H 4.0600 5.1961 -0.4832 0.226 -0.667 -0.112
H 1.8598 7.1759 -3.2612 0.044 0.440 0.257
H 0.6855 6.9170 -1.9639 0.294 0.078 0.339
H 1.3204 5.6066 -2.9445 -0.109 -0.325 0.333
C -7.7691 3.4387 -3.7163 0.370 0.423 0.037
C -7.2645 4.8836 -3.6314 1.460 -0.221 0.595
O -6.1476 5.1373 -3.1631 -2.141 -0.376 -0.872
C -8.1647 5.9941 -4.1622 0.230 0.249 0.755
H -8.4900 3.2529 -2.9201 -0.236 0.154 -0.071
H -6.9613 2.7230 -3.5637 0.113 0.223 -0.086
H -8.2400 3.2594 -4.6828 -0.141 -0.015 0.062
H -9.1939 5.9824 -3.8035 -0.058 -0.595 0.070
H -8.2177 5.9884 -5.2509 0.229 0.040 -0.001
H -7.7599 6.9222 -3.7586 0.183 0.102 -0.495
C -4.0741 -3.6658 2.8999 -0.140 -0.300 -0.330
C -3.0126 -4.7522 2.9491 0.771 0.317 -0.369
O -2.1437 -4.7263 2.1017 0.092 -0.030 0.051
C -3.0272 -5.8968 3.9361 -0.116 0.016 0.219
H -4.0334 -3.2283 1.9024 0.017 -0.166 -0.050
H -3.9033 -2.8255 3.5729 -0.008 -0.343 0.447
H -5.0611 -4.1071 3.0378 -0.082 0.223 0.301
H -2.1597 -6.5412 3.7931 -0.141 0.074 -0.362
H -3.9496 -6.4528 3.7681 -0.035 -0.176 0.135
H -2.9919 -5.6163 4.9888 -0.311 0.410 -0.030
C 6.9168 -1.3133 6.0580 0.659 -0.557 0.731
C 5.7141 -0.4188 6.0245 -1.812 -0.527 -1.088
O 4.8100 -0.4194 6.8433 1.258 -0.155 0.035
C 5.5118 0.4128 4.7681 -0.047 0.383 0.189
H 7.7175 -0.8687 6.6490 0.065 0.292 -0.016
H 7.3456 -1.5731 5.0901 -0.252 0.366 -0.123
H 6.7151 -2.2530 6.5722 -0.357 0.075 0.082
H 5.9218 0.0187 3.8382 0.333 -0.099 0.265
H 5.9715 1.3736 4.9999 0.118 0.222 -0.335
H 4.4485 0.5922 4.6090 0.029 0.000 0.241
C -0.0995 6.0603 3.7532 -0.086 0.566 -0.995
C 0.5530 4.9829 4.5239 1.055 -0.665 0.111
O 1.0167 4.0293 3.9170 -0.323 0.390 1.045
C 0.7158 5.2529 6.0163 0.609 -1.529 -0.126
H -1.1694 6.1270 3.9508 -0.020 0.011 -0.023
H 0.1129 5.8312 2.7090 -0.468 0.050 -0.078
H 0.3499 7.0368 3.9340 -0.059 0.036 0.382
H -0.2268 5.5775 6.4568 0.434 0.618 0.077
H 1.6282 5.8323 6.1575 -0.558 1.168 -0.135
H 1.0812 4.3914 6.5753 -0.588 -0.668 -0.292
C -6.9507 3.2409 2.7029 -1.955 0.501 -0.533
C -6.7520 3.2197 4.1609 1.326 -0.772 0.130
O -7.6173 3.2610 4.9927 -0.379 0.276 0.093
C -5.3203 2.9892 4.4271 1.482 0.217 1.681
H -6.5908 2.3278 2.2289 -0.121 -0.016 0.092
H -6.4647 4.0882 2.2190 -0.024 0.026 0.100
H -8.0358 3.3429 2.6835 -0.113 -0.096 -1.117
H -5.0527 1.9496 4.2379 -0.067 -0.015 -0.388
H -5.0293 3.1522 5.4649 -0.212 0.104 0.126
H -4.7118 3.6580 3.8184 0.070 -0.227 -0.186
C 2.5898 -0.1652 -8.4980 -0.596 -1.663 -0.935
C 3.3652 0.1365 -7.2841 1.930 -1.143 2.418
O 4.0840 -0.6722 -6.6592 -1.836 1.632 -1.701
C 3.2873 1.5743 -6.8440 -0.428 0.536 -0.026
H 1.5236 0.0390 -8.3998 0.075 0.714 0.105
H 2.5785 -1.2279 -8.7400 0.489 -0.131 0.150
H 3.0080 0.3376 -9.3700 -0.147 0.350 0.086
H 4.2639 2.0375 -6.9852 -0.015 0.064 -0.008
H 2.9811 1.7350 -5.8103 0.285 -0.493 0.170
H 2.5300 2.1030 -7.4229 0.225 0.131 -0.241
C -2.7377 2.5134 -6.5244 0.119 -0.012 0.857
C -3.3912 2.2245 -7.8158 1.397 -1.489 -2.894
O -2.7759 1.7234 -8.7690 -0.670 0.791 1.667
C -4.8279 2.5406 -7.9853 -0.993 0.687 -0.482
H -1.8219 1.9504 -6.3442 -0.085 -0.040 -0.358
H -3.4388 2.2887 -5.7207 0.019 0.231 0.176
H -2.4891 3.5742 -6.4935 -0.102 0.124 0.133
H -5.0260 3.5896 -7.7653 -0.070 0.005 0.762
H -5.4451 1.8671 -7.3906 -0.050 0.231 0.262
H -5.1752 2.4838 -9.0169 0.454 -0.543 -0.093
C 3.9211 -5.4342 -3.2102 -1.079 -1.423 0.587
C 2.9971 -6.6640 -3.4035 1.528 -1.448 -2.129
O 3.2394 -7.5487 -4.2467 -0.761 2.177 1.865
C 1.9188 -6.8345 -2.3619 -0.046 0.147 -0.466
H 4.5544 -5.1509 -4.0509 -0.453 0.021 0.036
H 4.5478 -5.8294 -2.4107 0.441 0.221 0.158
H 3.2973 -4.6793 -2.7315 0.413 0.517 -0.448
H 1.0993 -7.4218 -2.7762 0.118 -0.064 0.131
H 1.5490 -5.8696 -2.0150 -0.008 -0.104 0.117
H 2.3844 -7.3710 -1.5352 -0.157 -0.032 0.155
C -1.4995 1.4207 0.1948 0.248 0.198 -1.041
C -0.1765 0.8885 -0.3548 -0.087 -0.532 -1.299
O 0.1079 1.0909 -1.5262 -0.083 0.228 0.931
C 0.6422 -0.0665 0.4694 0.108 0.177 0.283
H -2.1218 1.5553 -0.6899 -0.093 -0.086 -0.035
H -1.3390 2.4429 0.5374 -0.053 -0.155 0.634
H -2.0361 0.7583 0.8741 0.394 0.264 0.342
H 1.4751 -0.5109 -0.0753 -0.328 0.046 -0.315
H -0.0797 -0.8207 0.7826 0.256 -0.270 0.283
H 1.0921 0.3949 1.3486 -0.364 0.134 0.227
```
Positions in Å, forces in eV/Å.

## Properties
2S+1: 1
HOMO-LUMO gap (eV): 9.46
Electronic energy (Eh): -2703.91285
HOMO (eV): -9.67
Energy above the lowest of the compared OMol25 structures with the same formula, charge and spin (kcal/mol): 83.4

[2]
DFT (ωB97M-V with the def2-TZVPD basis set) results for C2H2O3 in the gas phase.

```
7
Properties=species:S:1:pos:R:3:forces:R:3
C 0.6952 0.3928 -0.3590 -2.106 2.194 -1.474
O 0.5581 -1.0001 -0.4546 -0.565 -2.625 1.861
C -0.4112 -0.3143 0.2685 2.331 0.799 -0.247
O -1.7422 -0.3487 0.2894 -0.988 -0.135 -1.021
O -0.9291 -0.4423 1.5186 0.720 -0.532 0.578
H 0.3455 0.7032 -1.3397 0.477 1.236 -0.012
H 1.4838 1.0094 0.0767 0.131 -0.937 0.314
```
Positions in Å, forces in eV/Å.

## Properties
2S+1: 1
HOMO-LUMO gap (eV): 11.93
Electronic energy (Eh): -302.93375
HOMO (eV): -11.14
Energy above the lowest of the compared OMol25 structures with the same formula, charge and spin (kcal/mol): 123.4

| no. | maximum force (eV/Å) |
| --- | --- |
| 1 | 3.54 |
| 2 | 3.38 |